{"formula": "C16H22NOS2", "method": "wB97M-V/def2-TZVPD", "species": ["C", "C", "C", "N", "C", "C", "O", "C", "C", "H", "H", "H", "H", "H", "H", "H", "H", "H", "H", "H", "H", "H", "C", "C", "C", "C", "C", "S", "C", "C", "S", "C", "C", "H", "H", "H", "H", "H", "H", "H", "H", "H"], "positions_angstrom": [[-0.3209, -1.4903, 1.1977], [-1.2977, -0.9591, 0.2644], [-1.0098, -0.5731, -1.0276], [-1.8813, -0.7474, -2.0554], [-1.3882, -0.4789, -3.4137], [-2.4998, -0.5972, -4.4484], [-3.2584, -1.7911, -4.2421], [-3.9596, -1.7580, -3.0013], [-3.0490, -1.5786, -1.7879], [-0.7410, -1.9670, 2.0916], [0.4646, -2.1187, 0.7441], [0.2220, -0.4350, 1.5890], [-2.3400, -0.9144, 0.6018], [-0.0379, -0.1336, -1.2795], [-0.9734, 0.5373, -3.4411], [-0.5855, -1.1879, -3.6925], [-3.1421, 0.3068, -4.4122], [-2.0779, -0.7256, -5.4552], [-4.7230, -0.9587, -2.9929], [-4.4503, -2.7353, -2.9346], [-2.7399, -2.5845, -1.4411], [-3.6218, -1.1115, -0.9738], [4.7511, 0.2197, 0.3709], [4.2325, -0.7065, 1.2876], [2.9660, -0.5017, 1.8322], [2.2125, 0.6197, 1.4589], [0.8148, 0.6659, 1.9977], [-0.0563, 2.1500, 1.5829], [0.0286, 2.9875, 3.1992], [0.5405, 2.0719, 4.2975], [0.7765, 0.3726, 3.7569], [2.6947, 1.5242, 0.5083], [3.9862, 1.3369, -0.0039], [5.7485, 0.0630, -0.0459], [4.8012, -1.5918, 1.5832], [2.5192, -1.2545, 2.4938], [0.6487, 3.8921, 3.1163], [-1.0000, 3.2875, 3.4283], [1.4978, 2.4370, 4.6845], [-0.1837, 2.0174, 5.1202], [2.0493, 2.3363, 0.1450], [4.3830, 2.0747, -0.7031]], "forces_ev_per_a": [[-2.048, -0.700, -2.137], [-0.134, -1.044, 1.626], [-0.834, -0.350, -1.587], [1.587, 0.452, 1.459], [0.203, -0.071, -0.620], [-0.423, -0.282, -0.071], [0.140, 0.579, 0.643], [-0.178, 0.178, -0.449], [-0.368, -0.529, -0.021], [0.178, 0.541, -0.094], [0.240, 0.935, 0.370], [0.922, 1.525, 0.561], [0.481, -0.191, -0.155], [-0.178, -0.382, -0.121], [-0.069, -0.252, 0.034], [-0.327, 0.170, 0.376], [0.079, -0.460, -0.089], [-0.040, 0.370, 0.382], [0.203, -0.230, -0.279], [-0.045, 0.362, 0.104], [0.243, 0.536, -0.022], [0.053, -0.216, -0.293], [-0.270, 0.284, 0.130], [-0.228, 0.114, 0.081], [0.481, -0.166, -0.483], [-0.357, -1.036, -0.758], [1.323, 1.007, 0.846], [-0.441, -0.488, -0.340], [-0.825, 0.181, 0.035], [0.280, 0.010, 0.707], [-0.492, -0.348, 0.409], [0.305, -0.246, -0.150], [-0.001, -0.221, 0.133], [-0.347, 0.127, 0.118], [-0.118, 0.345, -0.186], [0.365, 0.394, -0.143], [-0.179, -0.429, -0.188], [0.269, 0.099, -0.099], [-0.255, -0.045, -0.046], [0.299, 0.125, -0.152], [0.561, -0.327, 0.325], [-0.056, -0.320, 0.143]], "homo_ha": -0.4186, "homo_lumo_gap_ha": 0.2327, "fmax_ev_per_a": 3.04, "relative_energy_kj_mol": 96.82, "energy_ev": -42147.161, "total_charge": 1}